Entry 1:
DFT (ωB97M-V with the def2-TZVPD basis set) results for a 2-piece molecular cluster, C4H12 overall at a distorted geometry.

XYZ file:
```
16
Properties=species:S:1:pos:R:3:forces:R:3:lowdin_charge:R:1
C 1.388 1.175 -0.093 -0.239 -2.399 1.025 -0.2731
C 1.454 1.721 -1.461 1.718 -2.524 -1.060 -0.3077
H 2.415 1.237 0.209 0.521 -0.591 1.166 0.0392
H 0.787 1.726 0.593 -0.446 0.987 0.367 0.0339
H 0.900 0.136 0.035 1.342 1.293 -0.607 0.0703
H 1.528 2.748 -1.390 0.250 2.201 -0.628 0.0292
H 0.670 1.348 -2.000 -2.841 -0.007 -1.512 -0.0097
H 2.253 1.210 -2.108 -0.246 1.080 1.229 0.0805
C -1.522 -1.882 0.227 2.092 1.214 0.608 -0.4557
C -1.328 -0.866 1.433 -1.398 -0.345 -3.063 -0.2913
H -0.926 -1.709 -0.683 1.114 0.253 0.669 0.0062
H -1.237 -2.822 0.659 -0.389 -0.951 -0.357 0.0107
H -2.390 -1.812 -0.332 -2.745 -0.377 -0.037 -0.0263
H -0.355 -1.185 1.796 0.395 1.115 0.352 0.0235
H -1.556 0.182 0.979 0.974 -1.468 1.432 0.0549
H -2.084 -1.207 2.136 -0.103 0.519 0.416 0.0152
```
Forces are in eV/Å.

Computed properties:
Charge: -1
LUMO energy (alpha / beta) (eV): 4.311 / 4.372
Max |F| (Eh/bohr): 0.06582
M (g mol⁻¹): 60.140
E_HOMO (alpha / beta) (hartree): 0.0556 / -0.2685
Multiplicity: 2
⟨S²⟩: 0.750
ΔE to the lowest compared entry with this formula, charge and spin (eV): 1.524

***

Entry 2:
DFT (ωB97M-V with the def2-TZVPD basis set) results for one molecule with the formula NO3P at a distorted geometry.

XYZ file:
```
5
Properties=species:S:1:pos:R:3:forces:R:3:lowdin_charge:R:1
N 0.344 -0.798 -0.711 -1.486 -5.539 1.394 -0.1134
O -0.611 -1.395 -0.225 2.330 2.322 -1.232 0.0226
O 0.281 1.021 1.505 0.459 -1.147 4.551 -0.4082
O 0.236 0.479 -0.799 -0.887 3.492 -1.613 -0.3763
P 0.104 1.717 0.297 -0.415 0.873 -3.099 0.8753
```
Forces are in eV/Å.

Computed properties:
Charge: 0
SMILES: O=NOP=O
LUMO energy (eV): -0.997
Max |F| (Eh/bohr): 0.11478
M (g mol⁻¹): 92.978
E_HOMO (hartree): -0.3858
ΔE to the lowest compared entry with this formula, charge and spin (eV): 0.737

***

Entry 3:
DFT (ωB97M-V with the def2-TZVPD basis set) results for C19H20CaCl2N3OS2 as an isolated structure at a distorted geometry.

XYZ file:
```
48
Properties=species:S:1:pos:R:3:forces:R:3:lowdin_charge:R:1
Ca -0.043 0.412 1.184 -0.042 0.148 0.668 0.8830
C 0.293 -0.665 -3.426 -0.631 0.466 1.244 -0.0270
C 0.476 -0.097 -1.963 -0.060 -1.313 -2.737 -0.2180
N -0.015 -0.762 -0.975 2.048 3.164 0.229 -0.0840
N -0.554 -1.938 -1.148 -2.151 -1.741 0.517 0.0204
C -1.099 -2.344 0.008 1.254 -0.526 1.936 -0.4124
O -0.952 -1.785 1.190 -0.546 -0.859 -2.441 -0.2276
C -1.653 -3.768 -0.037 0.538 -0.417 1.092 -0.1390
C -1.484 -4.607 1.120 -0.242 1.801 -1.031 -0.0338
C -1.811 -5.948 1.021 -0.108 -0.878 -1.072 -0.0872
C -2.325 -6.462 -0.229 1.231 0.289 0.383 -0.0990
C -2.475 -5.649 -1.357 -0.018 -0.014 1.193 -0.0934
C -2.117 -4.309 -1.218 -0.145 0.714 -0.770 -0.0607
C 1.250 1.162 -1.758 -0.863 -0.132 -0.456 -0.2349
C 1.453 2.137 -2.746 -1.130 -1.084 -0.090 -0.0181
C 1.854 3.397 -2.380 0.485 -0.456 0.074 -0.0788
C 2.218 3.624 -1.074 0.592 0.589 1.324 -0.0508
C 2.064 2.579 -0.141 -0.129 1.821 -0.080 -0.1265
N 1.569 1.401 -0.503 0.257 0.334 1.837 0.0201
H 1.176 -1.160 -3.781 0.927 0.263 -0.307 0.0595
H -0.095 0.070 -4.166 0.387 -0.436 0.590 0.0724
H -0.381 -1.518 -3.339 -0.390 0.390 -0.006 0.0423
H -1.075 -4.009 1.962 -0.355 -1.135 -0.207 0.1071
H -1.577 -6.681 1.818 -0.315 0.671 -0.426 0.0978
H -2.345 -7.539 -0.403 -0.493 0.168 0.457 0.0876
H -2.862 -6.049 -2.297 0.281 0.124 0.297 0.0983
H -2.129 -3.616 -2.059 -0.179 -0.306 0.019 0.1036
H 1.078 1.954 -3.747 0.227 -0.041 0.036 0.1005
H 1.867 4.133 -3.145 0.172 0.791 -0.333 0.0958
H 2.600 4.605 -0.690 -0.560 -0.991 -0.573 0.1197
H 2.178 2.875 0.935 0.037 -1.076 -0.861 0.0767
C -1.587 5.079 1.024 1.453 -1.576 -2.282 -0.1485
C -1.029 3.679 1.480 0.170 2.235 0.919 -0.8559
S -1.939 2.231 1.164 -0.751 0.053 -0.787 0.3387
C 0.010 3.750 2.332 -0.170 0.053 0.199 -0.9243
C 0.579 5.046 2.847 0.759 -0.774 0.178 -0.1805
S 0.711 2.405 3.163 0.725 -1.545 0.055 0.3604
H -0.791 5.665 0.415 -1.320 -0.987 0.696 0.0900
H -1.940 5.756 1.755 -0.323 0.432 1.295 0.0295
H -2.429 4.786 0.410 -0.163 0.524 -0.526 0.0222
H 1.592 5.201 2.437 -0.356 0.412 -0.140 0.0655
H 0.765 4.881 3.905 -0.012 0.092 0.253 0.0335
H -0.080 5.883 2.767 -0.137 0.707 -0.408 0.0389
Cl 2.374 -3.438 0.394 0.057 0.081 0.018 0.5395
C 2.177 -2.847 2.048 -0.362 0.737 -1.135 -0.9519
Cl 2.326 -1.067 2.168 -0.113 -0.472 0.096 0.5492
H 2.934 -3.236 2.645 1.412 -0.621 0.835 -0.0056
H 1.243 -3.220 2.391 -0.944 0.321 0.229 0.0056
```
Forces are in eV/Å.

Computed properties:
Charge: -1
LUMO energy (eV): 2.317
Max |F| (Eh/bohr): 0.07343
M (g mol⁻¹): 481.507
E_HOMO (hartree): -0.1015
ΔE to the lowest compared entry with this formula, charge and spin (eV): 0.861

***

Entry 4:
DFT (ωB97M-V with the def2-TZVPD basis set) results for a 2-piece molecular cluster, C4H12O overall.

XYZ file:
```
17
Properties=species:S:1:pos:R:3:forces:R:3:lowdin_charge:R:1
C 0.589 -0.488 2.509 -0.219 0.221 0.178 -0.3198
C -0.367 0.319 1.640 0.430 0.044 0.898 -0.0820
O 1.644 0.335 3.009 0.459 -0.236 -0.380 -0.0841
H 0.053 -0.865 3.373 -0.120 -0.072 0.228 0.1027
H 0.993 -1.356 1.998 0.072 -0.162 -0.245 0.1055
H -1.344 -0.166 1.603 0.137 -0.091 -0.610 0.0783
H 2.454 0.108 2.530 -0.312 0.207 0.248 0.0838
H 0.108 0.570 0.699 -0.373 -0.165 -0.361 0.0464
H -0.522 1.254 2.165 -0.097 0.287 0.099 0.0718
C -0.982 0.548 -2.709 0.147 -0.245 0.760 -0.1526
C 0.089 -0.428 -2.200 -0.108 -0.594 -0.253 -0.1634
H -1.924 0.055 -2.915 -0.143 -0.290 -0.144 0.0551
H -1.208 1.250 -1.907 0.045 0.373 -0.312 0.0575
H -0.676 1.042 -3.620 0.081 0.382 -0.026 0.0561
H -0.319 -1.418 -2.040 -0.262 -0.298 -0.063 0.0569
H 0.508 -0.182 -1.232 0.162 0.446 0.012 0.0278
H 0.904 -0.577 -2.905 0.101 0.192 -0.030 0.0600
```
Forces are in eV/Å.

Computed properties:
Charge: 0
SMILES: CCO.CC
LUMO energy (eV): 0.919
Max |F| (Eh/bohr): 0.01938
M (g mol⁻¹): 76.139
E_HOMO (hartree): -0.3798
ΔE to the lowest compared entry with this formula, charge and spin (eV): 0.661

***

Entry 5:
DFT (ωB97M-V with the def2-TZVPD basis set) results for a 2-piece molecular cluster, C2H6O2S overall at a distorted geometry.

XYZ file:
```
11
Properties=species:S:1:pos:R:3:forces:R:3:lowdin_charge:R:1
C -1.744 0.761 1.346 3.398 -2.945 2.805 0.0900
C 1.010 -1.242 -0.828 -3.116 -0.593 -0.275 -0.1719
O 1.844 1.067 0.330 -0.538 -0.592 -0.222 -0.3883
O 0.456 1.271 -1.746 0.118 -1.007 0.884 -0.3925
S 0.728 0.580 -0.477 -0.117 0.327 -0.321 0.7196
H -2.396 -0.058 1.574 -0.263 -0.221 -0.183 -0.0126
H -0.746 0.752 1.905 -1.761 0.321 -0.858 0.0174
H -2.051 1.559 0.830 -1.042 2.902 -1.826 -0.0598
H 1.535 -1.140 -1.751 1.467 -0.404 -0.196 0.0234
H 1.349 -1.815 0.076 0.142 0.868 -1.224 0.0730
H 0.013 -1.734 -1.259 1.713 1.344 1.416 0.1019
```
Forces are in eV/Å.

Computed properties:
Charge: 0
LUMO energy (alpha / beta) (eV): -1.681 / -0.285
Max |F| (Eh/bohr): 0.10306
M (g mol⁻¹): 94.135
E_HOMO (alpha / beta) (hartree): -0.3410 / -0.3410
ΔE to the lowest compared entry with this formula, charge and spin (eV): 4.341

***

Entry 6:
DFT (ωB97M-V with the def2-TZVPD basis set) results for a 2-piece molecular cluster, C2H8S4 overall at a distorted geometry.

XYZ file:
```
14
Properties=species:S:1:pos:R:3:forces:R:3:lowdin_charge:R:1
C -1.143 -0.454 2.049 0.555 -0.520 -0.251 -0.5078
S -1.504 0.981 1.035 -0.706 -0.104 -0.112 0.3567
S 0.237 2.082 1.197 0.154 0.328 0.107 0.3124
H -1.907 -1.206 1.845 -0.283 0.281 0.072 0.0342
H -0.217 -0.934 1.723 0.109 0.239 0.143 0.0032
H -1.116 -0.226 3.111 -0.012 0.030 0.004 0.0308
H 0.072 2.641 -0.019 0.159 -0.165 0.163 -0.1860
C 1.145 0.460 -1.733 -0.464 -0.544 -0.401 -0.5123
S 1.193 -1.199 -2.543 0.027 0.000 0.809 0.3694
S 0.591 -2.405 -0.901 0.877 0.589 -0.948 0.3154
H 1.282 0.241 -0.682 0.235 0.402 0.091 -0.0397
H 1.869 1.160 -2.145 0.367 -0.352 0.058 0.0328
H 0.167 0.912 -1.891 -0.162 -0.153 0.120 0.0113
H -0.667 -2.053 -1.045 -0.855 -0.032 0.144 -0.2204
```
Forces are in eV/Å.

Computed properties:
Charge: 0
SMILES: CSS.CSS
LUMO energy (eV): 0.304
Max |F| (Eh/bohr): 0.02759
M (g mol⁻¹): 160.354
E_HOMO (hartree): -0.3092
ΔE to the lowest compared entry with this formula, charge and spin (eV): 0.428

***

Entry 7:
DFT (ωB97M-V with the def2-TZVPD basis set) results for a 2-piece molecular cluster, C3H5NO2 overall at a distorted geometry.

XYZ file:
```
11
Properties=species:S:1:pos:R:3:forces:R:3:lowdin_charge:R:1
O 1.864 -0.249 0.366 -0.068 -0.371 -0.527 0.0425
C 0.884 -0.643 -0.230 0.850 0.921 -0.488 -0.3276
C -0.464 -0.572 0.340 0.175 -2.012 0.706 -0.1567
O 0.181 1.795 -0.211 0.253 0.772 -0.002 -0.0607
C -1.641 -0.549 -0.520 -0.581 -0.647 -0.512 -0.1991
N -2.602 -0.626 -1.161 1.106 0.260 0.672 0.1593
H 1.007 1.368 0.073 -0.140 0.658 0.039 0.0153
H 0.906 -1.210 -1.173 0.383 0.026 -0.152 0.1504
H -0.103 -1.659 0.590 -2.197 0.447 0.614 0.1800
H -0.588 0.011 1.254 0.253 -0.276 -0.256 0.1347
H -0.080 2.339 0.537 -0.034 0.222 -0.094 0.0619
```
Forces are in eV/Å.

Computed properties:
Charge: 0
SMILES: N#CCC=O.O
LUMO energy (eV): 0.514
Max |F| (Eh/bohr): 0.04521
M (g mol⁻¹): 87.078
E_HOMO (hartree): -0.3982
ΔE to the lowest compared entry with this formula, charge and spin (eV): 2.569